[1]
A structure of composition ClZn2, computed with ωB97M-V with the def2-TZVPD basis set.

E_LUMO = -18.947 eV
Electronic energy = -109317.8211 eV
F_max = 1.078 eV/Å
ΔE to the lowest compared entry with this formula, charge and spin = 4.90 kcal per mole
Orbital gap = 0.275 Ha

Structure (ORCA input):
```
! wB97M-V def2-TZVPD RIJCOSX def2/J DEFGRID3
* xyz 3 1
Zn 0.999 1.438 1.469
Zn -1.666 -1.207 -1.317
Cl 0.667 -0.231 -0.152
*
```

---

[2]
A structure of composition C4H10IN2S, computed with ωB97M-V with the def2-TZVPD basis set.

E_LUMO (alpha / beta) = -5.618 / -5.618 eV
Electronic energy = -26215.2276 eV
F_max = 5.255 eV/Å
ΔE to the lowest compared entry with this formula, charge and spin = 75.70 kcal per mole
Orbital gap (alpha / beta) = 0.268 / 0.268 Ha

Structure (ORCA input):
```
! wB97M-V def2-TZVPD RIJCOSX def2/J DEFGRID3
* xyz 1 1
C -0.034 -1.537 -0.036
C 0.377 0.513 0.988
C -0.145 -0.159 -0.150
C -0.756 -2.528 -0.926
N 1.173 -0.735 2.306
N -0.881 0.527 -1.049
S 0.271 1.994 1.625
I 0.858 4.009 -1.533
H 0.553 -2.027 0.744
H -1.212 -3.246 -0.270
H 0.116 -3.023 -1.391
H -1.572 -2.356 -1.817
H 0.461 -0.809 3.112
H 2.024 -0.258 2.529
H -0.525 1.414 -1.243
H 1.391 5.490 -1.893
H -1.458 0.165 -1.777
H -0.641 2.565 0.781
*
```

---

[3]
An isolated molecule of C6H13ClNOP, computed with ωB97M-V with the def2-TZVPD basis set.

E_LUMO = 0.751 eV
Electronic energy = -31781.3790 eV
F_max = 4.484 eV/Å
ΔE to the lowest compared entry with this formula, charge and spin = 8.99 kcal per mole
Orbital gap = 0.342 Ha

Structure (ORCA input):
```
! wB97M-V def2-TZVPD RIJCOSX def2/J DEFGRID3
* xyz 0 1
C 1.008 -1.219 -1.206
C 1.079 -0.223 -0.060
C 1.988 0.937 -0.360
C 1.249 -0.799 1.361
N -0.414 0.606 0.039
C -1.451 -0.194 0.720
C -2.828 0.385 0.274
O -2.594 0.530 -1.150
P -1.142 0.946 -1.533
Cl -1.185 2.963 -1.479
H 0.245 -2.031 -0.984
H 0.939 -0.734 -2.136
H 1.938 -1.979 -1.319
H 1.669 1.728 -0.962
H 3.008 0.634 -0.622
H 2.173 1.449 0.585
H 0.559 -1.641 1.615
H 2.333 -1.032 1.547
H 0.966 -0.008 2.038
H -1.324 0.065 1.891
H -1.395 -1.284 0.635
H -3.749 -0.384 0.372
H -3.071 1.284 0.733
*
```

---

[4]
A structure of composition C3H7CsNO9S2, computed with ωB97M-V with the def2-TZVPD basis set.

E_LUMO = 5.607 eV
Electronic energy = -45358.5465 eV
F_max = 5.862 eV/Å
ΔE to the lowest compared entry with this formula, charge and spin = 38.59 kcal per mole
Orbital gap = 0.111 Ha

Structure (ORCA input):
```
! wB97M-V def2-TZVPD RIJCOSX def2/J DEFGRID3
* xyz -3 1
Cs 2.453 1.303 -0.257
S 4.951 0.063 -2.635
O 6.265 0.129 -3.175
O 3.966 0.014 -3.680
O 4.750 -1.116 -1.820
O 4.831 1.256 -1.864
S -0.521 0.264 -2.070
O 0.044 1.576 -1.741
O -1.905 0.164 -1.549
O -0.395 0.170 -3.529
O 0.382 -0.682 -1.406
C -0.225 0.090 1.981
C -1.649 0.073 2.398
O -1.955 0.642 3.424
N -2.484 -0.755 1.709
C -3.930 -0.598 1.931
H 0.052 1.039 1.523
H -0.001 -0.636 1.200
H 0.515 -0.194 2.729
H -2.216 -1.054 0.783
H -4.500 -1.026 1.106
H -4.293 0.417 2.088
H -4.135 -1.138 2.856
*
```

---

[5]
A structure of composition C31H32FN2O3Sr, computed with ωB97M-V with the def2-TZVPD basis set.

E_LUMO = 1.755 eV
Electronic energy = -45342.5681 eV
F_max = 4.389 eV/Å
ΔE to the lowest compared entry with this formula, charge and spin = 14.90 kcal per mole
Orbital gap = 0.102 Ha

Structure (ORCA input):
```
! wB97M-V def2-TZVPD RIJCOSX def2/J DEFGRID3
* xyz -1 1
Sr -1.487 -0.984 -1.330
C -2.177 3.561 -3.736
C -2.964 2.329 -3.324
C -3.441 1.404 -4.267
C -4.083 0.214 -3.917
C -4.630 -0.636 -4.985
C -4.215 -0.047 -2.522
C -3.898 0.906 -1.535
C -4.334 0.865 -0.079
C -3.179 2.058 -1.957
H -2.000 4.098 -2.809
H -2.860 4.195 -4.327
H -1.255 3.289 -4.276
H -3.393 1.709 -5.322
H -5.016 -1.572 -4.682
H -3.901 -0.712 -5.847
H -5.416 -0.009 -5.416
H -4.778 -0.878 -2.205
H -3.605 0.291 0.561
H -5.286 0.387 0.034
H -4.341 1.933 0.285
H -2.824 2.833 -1.236
C 3.127 1.031 4.790
C 3.594 1.651 3.475
C 4.186 3.070 3.625
C 4.869 3.379 2.286
C 3.868 3.288 1.152
C 3.943 4.182 0.028
C 3.123 3.931 -1.023
F 3.170 4.623 -2.223
C 2.064 2.989 -0.973
C 1.949 2.163 0.109
C 0.919 1.157 0.076
O 0.407 0.692 -0.994
C 0.596 0.636 1.438
C 1.418 0.827 2.531
N 2.548 1.650 2.406
C 2.815 2.366 1.220
C -0.690 -0.126 1.742
O -0.714 -0.532 2.929
O -1.626 -0.205 0.894
H 3.996 1.231 5.482
H 3.004 -0.050 4.700
H 2.180 1.561 5.179
H 4.432 1.042 3.098
H 4.967 3.014 4.469
H 3.379 3.764 4.036
H 5.794 2.729 2.224
H 5.287 4.436 2.228
H 4.699 4.995 0.075
H 1.452 2.769 -1.849
H 1.212 0.500 3.591
C 1.167 -4.345 -1.955
C 0.537 -4.965 -0.753
C 0.803 -6.232 -0.385
C 0.455 -6.688 0.887
C -0.270 -5.830 1.735
C -0.742 -4.608 1.292
C -1.668 -3.858 2.203
C -0.336 -4.041 -0.027
N -0.863 -2.971 -0.441
H 0.894 -3.284 -2.056
H 0.986 -4.896 -2.891
H 2.299 -4.434 -1.817
H 1.297 -6.959 -1.044
H 0.771 -7.650 1.237
H -0.464 -6.155 2.753
H -1.826 -4.519 3.055
H -2.733 -3.621 1.851
H -1.193 -2.942 2.531
*
```

---

[6]
A structure of composition C5H8S, computed with ωB97M-V with the def2-TZVPD basis set.

E_LUMO = 0.674 eV
Electronic energy = -16143.5924 eV
F_max = 7.397 eV/Å
ΔE to the lowest compared entry with this formula, charge and spin = 139.40 kcal per mole
Orbital gap = 0.364 Ha

Structure (ORCA input):
```
! wB97M-V def2-TZVPD RIJCOSX def2/J DEFGRID3
* xyz 0 1
C -0.668 -0.560 -1.263
C -0.045 0.118 -0.036
C -0.785 -0.400 1.221
C 1.385 0.074 0.161
C 2.638 0.134 -0.071
H -1.743 0.119 -1.697
H 0.324 -0.944 -2.164
H -1.061 -1.724 -0.821
H -1.851 -0.151 1.115
H -0.299 0.402 1.861
H -0.288 -1.409 1.841
H -1.399 2.339 -0.074
H 3.763 0.014 0.023
S 0.030 1.986 -0.096
*
```

---

[7]
A structure of composition H26O13, computed with ωB97M-V with the def2-TZVPD basis set.

E_LUMO = -1.002 eV
Electronic energy = -27017.8433 eV
F_max = 13.106 eV/Å
ΔE to the lowest compared entry with this formula, charge and spin = 555.85 kcal per mole
Orbital gap = 0.276 Ha

Structure (ORCA input):
```
! wB97M-V def2-TZVPD RIJCOSX def2/J DEFGRID3
* xyz 0 1
O -2.004 1.053 0.071
H -2.879 1.372 0.290
H -1.417 1.560 0.631
O 2.000 1.024 1.303
H 2.596 1.209 2.030
H 1.138 0.953 1.711
O 1.603 -1.336 -1.675
H 1.598 -0.790 -2.461
H 0.679 -1.518 -1.503
O 1.525 -1.016 0.463
H 1.465 -0.716 -0.444
H 1.780 -0.236 0.957
O -0.362 -0.164 -0.349
H -0.687 0.736 -0.354
H 0.329 -0.167 0.313
O 0.197 -2.483 0.407
H -0.316 -1.769 0.785
H 1.037 -2.082 0.183
O -0.466 1.735 1.334
H -0.249 0.924 1.794
H -0.506 2.398 2.023
O -1.385 -1.259 1.293
H -1.268 -0.688 0.533
H -1.834 -2.030 0.947
O 0.145 2.132 -1.986
H 0.670 1.787 -1.264
H -0.195 1.354 -2.428
O -0.266 -1.591 -2.452
H -0.864 -1.169 -1.836
H -0.750 -1.619 -3.277
O 0.462 0.309 2.380
H 0.056 0.406 3.242
H 0.304 -0.604 2.142
O 1.373 1.452 -0.595
H 1.759 1.411 0.280
H 1.937 0.895 -1.133
O -2.150 -0.466 -1.416
H -2.277 0.159 -0.702
H -2.778 -1.166 -1.236
*
```

---

[8]
A structure of composition C58H39Cl4N6OPbS5Se, computed with ωB97M-V with the def2-TZVPD basis set.

E_LUMO (alpha / beta) = 0.579 / 0.579 eV
Electronic energy = -246631.5583 eV
F_max = 1.071 eV/Å
ΔE to the lowest compared entry with this formula, charge and spin = 18.98 kcal per mole
Orbital gap (alpha / beta) = 0.182 / 0.182 Ha

Structure (ORCA input):
```
! wB97M-V def2-TZVPD RIJCOSX def2/J DEFGRID3
* xyz -1 1
Pb -0.002 0.615 0.361
Cl 2.412 -6.329 -4.960
C 2.350 -4.929 -3.935
C 2.135 -5.083 -2.578
C 2.111 -3.972 -1.759
C 2.338 -2.670 -2.248
C 2.459 -2.552 -3.646
C 2.480 -3.660 -4.477
C 2.294 -1.526 -1.334
C 2.271 -1.790 0.069
C 3.063 -2.819 0.718
C 2.899 -2.659 2.053
C 1.977 -1.559 2.228
C 1.482 -1.109 3.453
C 1.820 -1.895 4.666
C 2.434 -1.278 5.759
C 2.735 -1.989 6.908
C 2.413 -3.335 6.976
Cl 2.775 -4.232 8.421
C 1.811 -3.975 5.907
C 1.522 -3.253 4.759
C 0.680 0.045 3.648
N 0.433 0.997 2.726
C -0.350 1.947 3.307
C -0.711 3.155 2.687
C -1.713 4.022 3.354
C -1.523 4.560 4.623
C -2.514 5.318 5.227
C -3.706 5.536 4.557
Cl -4.953 6.474 5.320
C -3.916 5.022 3.287
C -2.914 4.276 2.690
C -0.179 3.617 1.469
C -0.258 4.974 0.998
C 0.482 5.037 -0.137
C 0.998 3.709 -0.379
N 0.569 2.886 0.606
C 1.797 3.332 -1.486
C 2.210 2.031 -1.797
C 3.189 1.680 -2.798
C 3.283 0.324 -2.804
C 2.378 -0.168 -1.788
N 1.766 0.883 -1.204
C 2.236 4.409 -2.410
C 2.933 5.524 -1.943
C 3.323 6.538 -2.803
C 3.017 6.441 -4.150
Cl 3.493 7.714 -5.232
C 2.337 5.341 -4.644
C 1.954 4.333 -3.773
C -0.681 1.536 4.650
C -0.016 0.374 4.873
N 1.655 -1.052 1.000
H 1.984 -6.072 -2.165
H 1.895 -4.114 -0.712
H 2.529 -1.576 -4.100
H 2.591 -3.544 -5.547
H 3.736 -3.501 0.223
H 3.381 -3.207 2.846
H 2.683 -0.227 5.697
H 3.210 -1.504 7.750
H 1.558 -5.024 5.976
H 1.039 -3.747 3.926
H -0.582 4.400 5.135
H -2.364 5.739 6.212
H -4.852 5.200 2.774
H -3.058 3.868 1.696
H -0.788 5.774 1.491
H 0.635 5.896 -0.769
H 3.767 2.378 -3.381
H 3.980 -0.272 -3.369
H 3.182 5.589 -0.892
H 3.862 7.398 -2.430
H 2.103 5.277 -5.698
H 1.407 3.479 -4.150
H -1.334 2.057 5.330
H -0.025 -0.224 5.769
S -7.764 2.850 0.904
C -6.230 2.280 0.758
S -5.499 1.161 1.842
C -3.893 1.107 1.104
C -3.702 1.870 -0.030
S -2.327 2.118 -0.979
S -5.157 2.755 -0.525
S -2.663 0.281 1.992
C -1.622 -3.307 2.034
C -2.867 -2.427 2.024
C -3.344 -2.173 3.447
O -2.531 -1.226 1.291
H -1.869 -4.309 2.391
H -0.864 -2.859 2.681
H -1.212 -3.373 1.028
H -3.663 -2.912 1.447
H -2.583 -1.612 3.994
H -3.510 -3.127 3.948
H -4.269 -1.597 3.461
C -1.967 -4.718 -3.207
N -1.617 -3.513 -3.912
C -1.513 -2.273 -3.345
Se -1.842 -1.784 -1.634
N -1.184 -1.418 -4.353
C -1.101 -2.083 -5.559
C -0.823 -1.661 -6.845
C -0.836 -2.623 -7.847
C -1.131 -3.954 -7.570
C -1.418 -4.377 -6.278
C -1.387 -3.424 -5.277
H -1.873 -4.522 -2.141
H -1.290 -5.523 -3.496
H -2.997 -5.008 -3.426
H -1.063 -0.434 -4.190
H -0.602 -0.623 -7.058
H -0.619 -2.330 -8.866
H -1.136 -4.677 -8.375
H -1.648 -5.411 -6.061
*
```